The following is a quantum chemistry calculation of a molecular structure, C51H43BrF4InN4O4P2Si in a non-equilibrium geometry, from OMol25.

Each line ends with the Mulliken charge.
CARTESIAN COORDINATES (ANGSTROEM)
In  0.056  -0.089  0.148  1.001
F  -3.360  -2.898  7.230  -0.283
C  -2.946  -2.131  6.233  0.532
C  -3.637  -0.984  5.898  0.277
F  -4.716  -0.629  6.586  -0.286
C  -3.186  -0.196  4.849  -0.032
F  -3.868  0.931  4.641  -0.341
C  -2.068  -0.515  4.084  0.015
P  -1.631  0.473  2.575  0.644
C  -3.254  0.821  1.797  0.558
C  -3.615  -0.054  0.774  0.317
C  -4.768  0.132  0.033  -0.695
C  -5.582  1.225  0.296  -0.781
C  -5.242  2.101  1.314  -0.979
C  -4.093  1.899  2.066  -0.450
C  -0.870  1.958  3.309  1.490
C  -1.238  3.275  3.057  -0.361
C  -0.523  4.318  3.633  -1.020
C  0.563  4.061  4.455  -0.668
C  0.947  2.747  4.696  -0.664
C  0.239  1.704  4.123  -0.901
C  -1.354  -1.648  4.492  0.268
Br  0.290  -2.123  3.721  0.124
C  -1.791  -2.446  5.534  0.174
F  -1.111  -3.528  5.907  -0.318
H  -2.991  -0.914  0.555  -0.537
H  -5.023  -0.569  -0.751  0.534
H  -6.479  1.389  -0.285  0.447
H  -5.877  2.948  1.537  0.457
H  -3.874  2.585  2.868  0.563
H  -2.033  3.505  2.367  0.192
H  -0.819  5.338  3.428  0.467
H  1.111  4.878  4.905  0.425
H  1.796  2.534  5.332  0.471
H  0.549  0.683  4.320  0.182
N  1.746  1.270  -2.322  0.549
P  2.057  -0.324  -1.773  1.604
C  3.878  -0.328  -1.713  0.642
C  4.522  0.295  -0.644  -0.352
C  5.904  0.386  -0.615  -1.067
C  6.657  -0.158  -1.644  -0.657
C  6.025  -0.764  -2.719  -0.795
C  4.642  -0.844  -2.759  -0.652
C  1.634  -1.403  -3.149  0.365
C  0.809  -0.977  -4.185  -0.817
C  0.419  -1.866  -5.178  -0.649
C  0.842  -3.185  -5.130  -0.775
C  1.660  -3.616  -4.092  -0.781
C  2.056  -2.732  -3.103  -0.398
C  1.701  2.287  -1.370  0.011
C  1.814  3.622  -1.764  -1.067
C  1.879  4.595  -0.793  -0.717
C  1.806  4.239  0.551  -1.009
C  1.622  2.915  0.854  -0.777
N  1.571  1.945  -0.079  0.895
H  2.045  1.555  -3.246  0.408
H  3.940  0.737  0.152  0.405
H  6.393  0.876  0.216  0.459
H  7.737  -0.105  -1.611  0.434
H  6.608  -1.170  -3.534  0.458
H  4.163  -1.303  -3.614  0.399
H  0.456  0.048  -4.219  0.258
H  -0.222  -1.526  -5.978  0.460
H  0.534  -3.878  -5.898  0.425
H  1.995  -4.644  -4.057  0.475
H  2.693  -3.074  -2.294  0.651
H  1.871  3.867  -2.816  0.552
H  1.981  5.633  -1.079  0.450
H  1.847  4.975  1.339  0.568
H  1.493  2.596  1.880  0.528
C  -0.192  -4.915  -0.565  -1.458
Si  -0.795  -3.222  -0.069  0.672
C  -1.577  -2.429  -1.565  0.065
C  -2.066  -3.477  1.281  -0.980
N  0.410  -2.095  0.542  0.630
C  1.746  -2.264  0.894  -0.371
C  2.472  -3.430  0.607  -0.876
C  3.760  -3.610  1.082  -0.815
C  4.383  -2.641  1.856  -0.978
C  3.694  -1.472  2.131  -0.967
C  2.411  -1.285  1.643  0.767
H  -1.071  -5.474  -0.892  0.452
H  0.251  -5.462  0.265  0.414
H  0.513  -4.895  -1.397  0.299
H  -2.471  -2.977  -1.867  0.806
H  -0.892  -2.416  -2.415  -0.433
H  -1.912  -1.401  -1.406  -0.554
H  -2.998  -3.879  0.883  0.521
H  -2.300  -2.557  1.823  0.090
H  -1.683  -4.188  2.016  0.262
H  2.015  -4.209  0.024  0.273
H  4.279  -4.530  0.850  0.457
H  5.384  -2.792  2.231  0.436
H  4.153  -0.697  2.730  0.516
H  1.897  -0.358  1.906  0.653
O  -1.620  3.703  -0.102  -0.730
C  -1.535  2.638  -0.669  -0.710
O  -1.106  1.578  -0.013  1.286
C  -1.921  2.564  -2.123  -0.501
C  -2.199  3.782  -2.745  -0.710
C  -2.562  3.840  -4.080  -0.984
C  -2.673  2.673  -4.819  -0.561
C  -2.428  1.475  -4.178  -0.693
C  -2.041  1.392  -2.851  1.740
N  -2.606  0.228  -4.939  1.112
O  -2.632  0.303  -6.147  -0.629
O  -2.727  -0.796  -4.302  -0.555
H  -2.116  4.683  -2.154  0.583
H  -2.774  4.791  -4.545  0.454
H  -2.968  2.677  -5.857  0.561
H  -1.881  0.420  -2.410  0.148

Total charge: +1
E_HOMO: -10.411 eV
Relative energy (zero: lowest compared OMol25 entry of this formula, charge and spin): 203.9 kJ/mol
Lowest unoccupied orbital energy: -0.1166 hartree

---

The following is a quantum chemistry calculation of a molecular structure, C51H43CaN4PS2 in a non-equilibrium geometry, from OMol25.

Each line ends with the Mulliken charge.
CARTESIAN COORDINATES (ANGSTROEM)
Ca  -0.028  0.110  -0.214  2.118
C  3.082  -5.993  3.384  -0.386
C  1.752  -5.609  3.434  -0.769
C  1.336  -4.451  2.804  -0.156
C  2.243  -3.653  2.106  -0.670
C  3.575  -4.055  2.054  -0.016
C  3.992  -5.210  2.690  -0.803
C  1.793  -2.420  1.426  0.893
C  1.331  -1.383  2.237  0.604
C  1.233  -1.445  3.675  -1.799
C  0.675  -0.281  4.083  -1.139
C  0.470  0.521  2.897  0.751
C  -0.082  1.808  2.877  1.102
C  -0.490  2.420  4.146  0.082
C  0.374  2.517  5.239  -0.348
C  -0.043  3.100  6.421  -0.826
C  -1.331  3.595  6.544  -0.441
C  -2.195  3.518  5.461  -1.001
C  -1.779  2.942  4.278  -0.382
C  -0.223  2.616  1.724  0.179
N  -0.013  2.232  0.450  0.048
C  -0.048  3.345  -0.324  0.146
C  0.222  3.385  -1.699  1.650
C  0.333  4.726  -2.312  -0.687
C  -0.780  5.525  -2.555  0.053
C  -0.637  6.780  -3.119  -0.782
C  0.621  7.264  -3.442  -0.313
C  1.736  6.475  -3.209  -0.845
C  1.593  5.219  -2.650  0.128
C  0.523  2.301  -2.526  -0.040
C  0.829  2.420  -3.927  -1.904
C  1.121  1.169  -4.368  -1.273
C  0.991  0.284  -3.231  0.578
N  0.609  0.997  -2.152  -0.228
C  1.372  -1.075  -3.241  0.955
C  1.588  -1.861  -2.080  0.725
C  1.972  -3.246  -2.074  -1.004
C  2.143  -3.597  -0.764  -1.654
C  1.828  -2.440  0.019  0.459
N  1.493  -1.415  -0.807  -0.598
C  1.639  -1.672  -4.545  0.294
C  0.727  -1.520  -5.601  -0.164
C  0.967  -2.074  -6.839  -1.057
C  2.118  -2.816  -7.068  -0.489
C  3.041  -2.963  -6.042  -0.849
C  2.811  -2.396  -4.806  -0.490
C  -0.288  4.497  0.498  -1.666
C  -0.411  4.042  1.775  -1.357
N  0.873  -0.179  1.812  -0.445
H  3.411  -6.899  3.879  0.347
H  1.037  -6.226  3.967  0.380
H  0.299  -4.151  2.836  0.538
H  4.288  -3.444  1.516  0.453
H  5.033  -5.505  2.647  0.369
H  1.537  -2.273  4.291  0.468
H  0.421  -0.002  5.090  0.555
H  1.385  2.143  5.144  0.547
H  0.646  3.169  7.255  0.373
H  -1.657  4.049  7.473  0.373
H  -3.206  3.898  5.546  0.398
H  -2.452  2.866  3.438  0.748
H  -1.760  5.143  -2.307  0.484
H  -1.513  7.388  -3.309  0.363
H  0.732  8.249  -3.877  0.359
H  2.721  6.846  -3.463  0.352
H  2.462  4.602  -2.469  0.463
H  0.821  3.334  -4.497  0.444
H  1.441  0.892  -5.359  0.487
H  2.055  -3.895  -2.930  0.536
H  2.418  -4.565  -0.382  0.455
H  -0.179  -0.959  -5.423  0.643
H  0.249  -1.940  -7.639  0.371
H  2.295  -3.267  -8.036  0.387
H  3.953  -3.521  -6.218  0.380
H  3.556  -2.478  -4.027  0.555
H  -0.341  5.519  0.163  0.412
H  -0.562  4.627  2.667  0.458
C  -4.684  1.044  3.336  -1.659
C  -3.708  0.549  2.295  0.612
S  -3.779  1.331  0.781  -0.484
C  -2.882  -0.506  2.592  0.262
C  -2.893  -1.100  3.978  -1.644
S  -1.881  -1.333  1.477  -0.226
H  -5.132  1.975  2.993  0.390
H  -4.213  1.215  4.306  0.289
H  -5.481  0.305  3.471  0.336
H  -3.896  -1.437  4.249  0.387
H  -2.564  -0.375  4.727  0.145
H  -2.220  -1.953  3.998  0.293
C  -2.002  -2.819  -3.597  -1.575
P  -1.706  -2.004  -1.949  1.458
C  -3.478  -1.689  -1.550  -1.017
C  -1.442  -3.552  -0.981  -1.285
H  -2.753  -3.606  -3.515  0.467
H  -1.070  -3.252  -3.951  0.351
H  -2.340  -2.080  -4.319  0.333
H  -4.057  -2.615  -1.564  0.333
H  -3.881  -0.987  -2.282  0.390
H  -3.538  -1.222  -0.567  0.031
H  -2.074  -4.365  -1.344  0.552
H  -1.675  -3.331  0.058  0.215
H  -0.397  -3.848  -1.054  0.160

Total charge: -2
E_HOMO (alpha / beta): 0.441 / 0.440 eV
Relative energy (zero: lowest compared OMol25 entry of this formula, charge and spin): 138.6 kJ/mol
Lowest unoccupied orbital energy (alpha / beta): 0.1363 / 0.1363 hartree

---

| no. | electronic energy (eV) |
| --- | --- |
| 1 | -180271.54706 |
| 2 | -108947.53772 |